<P>
10
Properties=species:S:1:pos:R:3:lowdin_charge:R:1 method="wB97M-V/def2-TZVPD" total_charge=0 homo_lumo_gap_ev="8.76 / 7.72" e_lumo_ha="0.0085 / -0.0045" multiplicity=1
C 0.49816 1.35054 1.16548 0.067
C 1.47243 0.73969 0.49653 -0.314
C -0.12203 -0.40756 -0.27202 -0.152
C -1.26526 -1.07935 -0.71928 -0.053
N 1.07706 -0.26444 -0.37817 0.070
H 0.64801 2.36142 1.53898 0.009
H 2.49111 1.12074 0.44674 0.081
H -1.97192 -0.24271 -0.60372 0.107
H -1.61058 -1.91837 -0.08038 0.108
H -1.21698 -1.65996 -1.59415 0.077



<Q>
10
Properties=species:S:1:pos:R:3:lowdin_charge:R:1 method="wB97M-V/def2-TZVPD" total_charge=0 homo_lumo_gap_ev=9.60 e_lumo_ha=0.0389 multiplicity=1 smiles=c1cc[nH]c1
C -1.00739 -0.14138 -0.73163 -0.094
C 0.45354 -0.48958 -1.05010 -0.088
C 1.15065 -0.11786 0.09165 -0.169
N 0.23948 0.34834 1.03517 -0.041
C -1.04850 0.36835 0.54872 -0.165
H -1.70788 -0.61672 -1.38998 0.068
H 1.09288 -1.11442 -1.78778 0.114
H 2.20066 -0.20791 0.35548 0.100
H 0.43087 0.99664 1.82483 0.155
H -1.80431 0.97453 1.10364 0.120



Which of them is the most stable, and which is the least stable? <Q> and <P>, in that order.



<P>
10
Properties=species:S:1:pos:R:3:lowdin_charge:R:1 method="wB97M-V/def2-TZVPD" total_charge=0 homo_lumo_gap_ev="8.69 / 7.78" e_lumo_ha="-0.0112 / -0.0443" multiplicity=1
C 3.04220 -2.62555 -1.39989 0.146
C 0.53182 -0.24066 0.55664 -0.280
C -0.29349 0.77918 0.09893 -0.149
C -1.77484 0.86296 0.20425 -0.102
N 1.20187 -1.11364 0.90880 0.152
H 3.18140 -1.58429 -1.05610 -0.183
H 0.42391 1.51601 -0.31531 0.111
H -2.35072 1.68044 -0.33732 0.098
H -1.80164 0.83275 1.42148 0.143
H -2.16051 -0.10720 -0.08148 0.064



<Q>
10
Properties=species:S:1:pos:R:3:lowdin_charge:R:1 method="wB97M-V/def2-TZVPD" total_charge=0 homo_lumo_gap_ev=10.31 e_lumo_ha=0.0057 multiplicity=1 smiles="C=C(C)C#N"
C 0.80633 1.31386 0.08198 0.042
C 0.36974 0.07478 -0.06725 -0.458
C 1.31390 -1.06765 -0.00483 -0.098
C -1.03339 -0.15838 -0.07593 -0.186
N -2.22078 -0.14650 0.05436 0.151
H 0.18832 2.20151 -0.00212 0.071
H 1.86604 1.73503 -0.14070 0.108
H 0.92505 -1.97151 -0.63435 0.101
H 1.55197 -1.60903 1.09180 0.137
H 2.27460 -0.30613 -0.29889 0.131



Which of them is the most stable, and which is the least stable? <Q> and <P>, in that order.